# 1
A molecular structure, C27H32ClN3O6Tl in a non-equilibrium geometry. Source: the OMol25 dataset; level of theory: ωB97M-V/def2-TZVPD.

CARTESIAN COORDINATES (ANGSTROEM)
Tl -0.43 0.16 -0.13
Cl -0.04 0.17 -2.56
N -1.07 -2.13 -0.10
N 0.80 2.23 0.14
C -0.19 -3.09 -0.27
C 2.10 2.28 0.01
C -2.39 -2.63 -0.56
C -1.99 -3.86 -1.39
C -3.13 -1.59 -1.35
C -3.19 -3.02 0.68
H -2.52 -1.23 -2.18
H -3.40 -0.73 -0.73
H -4.05 -2.03 -1.75
H -2.78 -3.95 1.11
H -4.24 -3.19 0.41
H -3.13 -2.23 1.44
C 0.25 3.56 -0.21
C 1.44 4.23 -0.90
C -0.12 4.26 1.09
C -0.96 3.45 -1.11
H -0.72 2.86 -2.00
H -1.27 4.46 -1.41
H -1.80 2.97 -0.59
H 0.79 4.48 1.67
H -0.79 3.63 1.69
H -0.63 5.21 0.87
O 2.57 3.31 -0.68
H 1.74 5.19 -0.45
H 1.33 4.33 -1.99
O -0.56 -4.07 -1.09
H -2.07 -3.70 -2.47
H -2.51 -4.78 -1.10
C 1.13 -3.17 0.40
C 3.08 1.32 0.60
C 3.06 0.03 -0.14
H 2.75 1.15 1.63
H 4.05 1.81 0.60
C 2.26 -0.98 0.39
C 2.09 -2.22 -0.24
H 1.78 -0.81 1.36
C 2.87 -2.52 -1.36
C 3.76 -1.54 -1.82
C 2.82 -3.87 -2.01
C 3.84 -0.26 -1.27
H 4.45 -1.80 -2.64
C 4.81 0.74 -1.82
H 5.42 0.26 -2.60
H 5.48 1.10 -1.03
H 4.34 1.63 -2.28
H 3.01 -4.65 -1.26
H 3.60 -3.94 -2.77
H 1.87 -4.11 -2.49
H 1.46 -4.22 0.36
H 0.96 -2.88 1.44
O -1.06 0.15 2.57
C -2.08 0.74 2.14
O -2.36 0.94 0.88
C -3.11 1.29 3.07
C -4.12 2.12 2.55
C -5.13 2.62 3.37
C -5.14 2.30 4.73
C -4.12 1.48 5.27
C -3.11 1.00 4.45
N -6.18 2.83 5.57
O -7.04 3.58 5.06
O -6.20 2.54 6.79
H -4.13 2.37 1.49
H -5.90 3.25 2.94
H -4.16 1.24 6.33
H -2.32 0.38 4.88

Calculated values
DFT total energy: -2296.44117 a.u.
E_HOMO: -1.82 eV
Spin multiplicity: 1
Total charge: -1
HOMO-LUMO gap: 3.09 eV

These are the Löwdin partial charges, in e, on atoms 1 to 5: 0.638, -0.192, 0.028, 0.033, -0.363

---

# 2
2 unconnected molecules or ions with the total composition CH2BrN in a non-equilibrium geometry. Source: the OMol25 dataset; level of theory: ωB97M-V/def2-TZVPD.

CARTESIAN COORDINATES (ANGSTROEM)
C 1.56 -0.72 0.21
N 0.64 -0.24 -0.24
Br -4.13 0.18 -0.01
H 2.17 -1.38 0.90
H -5.36 0.79 -0.52

Calculated values
DFT total energy: -2667.79053 a.u.
E_HOMO (spin up / spin down): -6.35 / -10.89 eV
Spin multiplicity: 3
Energy above the lowest of the compared OMol25 structures with the same formula, charge and spin: 3.146 eV
<S²>: 2.003
HOMO-LUMO gap (spin up / spin down): 7.20 / 6.46 eV

Charges in e, computed with natural (NBO), in the same order as the atoms: 0.085, -0.238, -0.209, 0.153, 0.208

---

# 3
4 unconnected molecules or ions with the total composition C3H17N2O3 in a non-equilibrium geometry. Source: the OMol25 dataset; level of theory: ωB97M-V/def2-TZVPD.

CARTESIAN COORDINATES (ANGSTROEM)
C 0.35 -0.47 -1.74
N 1.76 -0.59 -1.44
C -0.39 -1.56 -0.99
N -0.17 -1.34 0.50
C -0.66 -2.43 1.39
H -0.18 0.51 -1.78
H 0.07 -0.82 -2.78
H 2.00 0.21 -0.85
H 2.36 -0.64 -2.24
H -1.43 -1.73 -1.35
H 0.05 -2.59 -1.07
H -0.49 -0.41 0.78
H 0.84 -1.28 0.53
H -0.61 -3.53 1.33
H -0.15 -2.24 2.37
H -1.74 -2.26 1.60
H 1.50 2.29 -0.61
H 0.03 2.42 0.00
O 0.99 2.38 0.23
H -2.42 2.94 -0.11
H -1.92 1.54 -0.51
O -1.66 2.46 -0.47
H 0.27 0.44 2.98
H 0.35 1.46 1.70
O -0.03 0.64 2.09

Calculated values
DFT total energy: -459.46198 a.u.
E_HOMO: -13.97 eV
Spin multiplicity: 1
Total charge: +1
Energy above the lowest of the compared OMol25 structures with the same formula, charge and spin: 2.263 eV
HOMO-LUMO gap: 11.05 eV

These are the natural (NBO) partial charges, in e, on atoms 1 to 5: -0.284, -0.864, -0.233, -0.522, -0.466